No. 1
Density functional theory data (ωB97M-V with the def2-TZVPD basis set) for a 4-piece molecular cluster, H7O3S overall at a distorted geometry.

Last column: natural (NBO) charge in e.
Cartesian coordinates (Å):
S (-0.51974, -1.21302, 0.04900)  -1.07
O (2.58161, 0.26234, -0.23873)  -0.98
O (0.12926, 1.40662, 2.28817)  -0.97
O (-2.30381, -0.51328, -2.43878)  -1.00
H (-0.28316, -1.58275, 1.45900)  0.12
H (0.45375, 0.55563, 2.04328)  0.49
H (-1.55767, -0.05309, -2.97313)  0.46
H (-0.67900, 1.51628, 1.75124)  0.48
H (1.91165, -0.37904, -0.37361)  0.50
H (-1.79144, -1.06014, -1.67370)  0.51
H (2.05855, 1.06045, 0.10727)  0.47

Output
2S+1: 1
total charge: -1
energy above the lowest of the compared OMol25 structures with the same formula, charge and spin: 92.2 kJ/mol


No. 2
Density functional theory data (ωB97M-V with the def2-TZVPD basis set) for C48H63BN9S3SiY as an isolated structure at a distorted geometry.

Last column: natural (NBO) charge in e.
Cartesian coordinates (Å):
Y (0.20482, -0.12313, 0.00609)  1.47
S (-1.08882, -1.79276, 1.86718)  -0.34
S (2.38632, -0.29845, 1.84884)  -0.32
S (-0.63882, 1.96652, 1.82310)  -0.36
Si (-1.01301, -2.03173, -1.83984)  0.47
N (1.33471, 0.95365, 4.06748)  -0.53
N (7.19808, -2.61884, -6.96288)  -0.32
N (0.50563, -1.47122, 4.07521)  -0.54
N (3.04673, 1.99404, 3.19838)  -0.37
N (-2.98515, 1.23466, 3.05773)  -0.37
N (-1.20046, 0.46477, 4.05217)  -0.53
N (-0.67487, 3.28986, -2.88034)  -0.41
N (0.80916, -3.37624, 3.05125)  -0.37
N (-0.74220, 1.45318, -1.44267)  -0.90
C (6.46955, -2.24830, -6.15480)  0.28
C (2.60117, 2.74484, 4.27253)  -0.09
C (2.08830, -0.02682, -1.34385)  -0.59
C (5.55448, -1.78357, -5.14463)  -0.20
C (-1.07790, -0.89621, -4.51561)  -0.17
C (5.29550, 1.21936, 2.54050)  -0.63
C (4.87106, 3.62493, 2.93119)  -0.62
C (3.59270, -2.12594, -3.80379)  -0.21
C (-2.29661, 0.02812, 4.75950)  -0.04
C (-2.33304, -4.58082, -1.47415)  -0.20
C (-2.99105, 0.10783, -5.57946)  -0.25
C (-0.22850, 2.58196, -1.82414)  0.56
C (1.54722, 2.09666, 4.80146)  -0.04
C (5.75368, -0.54137, -4.54745)  -0.15
C (-1.65228, -0.25759, -5.60742)  -0.23
C (-4.29263, -4.97066, -0.13431)  -0.23
C (1.15142, -3.98659, 0.67474)  -0.61
C (-0.09480, 4.57498, -3.25920)  -0.20
C (-4.34297, -3.61421, 0.15675)  -0.23
C (0.11920, -2.20963, 3.02562)  0.35
C (-3.40194, 0.49718, 4.15226)  -0.08
C (4.47144, -2.57526, -4.77044)  -0.16
C (-3.74043, -0.15709, -4.44124)  -0.21
C (4.87333, -0.09554, -3.58079)  -0.23
C (1.46095, -2.17582, 4.77416)  -0.05
C (-3.75251, 1.35725, 0.71026)  -0.62
C (-3.15234, -0.77696, -3.34550)  -0.25
C (3.87820, 2.56901, 0.93145)  -0.63
C (2.23646, 0.90585, 3.07240)  0.34
C (-0.65843, -5.10314, 2.04721)  -0.62
C (1.73875, -5.57837, 2.47518)  -0.62
C (-1.83210, 2.81690, -3.63703)  -0.23
C (1.65716, -3.35031, 4.14528)  -0.08
C (-1.62676, 1.20360, 3.01656)  0.35
C (-1.81093, -1.18151, -3.35926)  -0.41
C (3.78227, -0.88149, -3.19563)  -0.01
C (-3.16296, 3.06560, -2.94069)  -0.63
C (4.26260, 2.33305, 2.38747)  0.15
C (0.95386, 3.10803, -1.07022)  -0.66
C (2.86795, -0.42000, -2.19756)  -0.05
C (-5.35526, 1.68407, 2.56345)  -0.62
C (-2.35845, -3.21157, -1.19672)  -0.44
C (-3.91686, 1.93341, 2.11599)  0.15
C (0.74430, -4.49849, 2.05524)  0.15
C (-3.27988, -5.45182, -0.95003)  -0.22
C (-3.65560, 3.43697, 2.15833)  -0.63
C (-0.80456, 5.76300, -2.62578)  -0.62
C (-3.38260, -2.75863, -0.36037)  -0.14
B (0.20454, -0.01486, 4.49611)  0.60
H (-0.81816, 5.66952, -1.53918)  0.21
H (2.31834, -4.15654, 4.38698)  0.23
H (-4.00998, 0.29737, 0.70475)  0.22
H (-1.50234, 1.12148, -2.03015)  0.39
H (-5.61474, 0.62533, 2.55134)  0.22
H (4.78846, 2.78831, 0.36977)  0.21
H (-3.42076, 4.12481, -2.93548)  0.20
H (5.20695, 3.52635, 3.96367)  0.21
H (-3.81554, 3.81871, 3.16789)  0.21
H (0.19234, -0.01026, 5.70409)  -0.05
H (1.08155, 2.57023, -0.13420)  0.24
H (-5.56038, 2.09639, 3.55162)  0.21
H (0.86189, 4.16570, -0.82570)  0.23
H (6.59765, 0.06785, -4.84206)  0.22
H (5.56002, 1.09891, 3.59233)  0.21
H (-5.12213, -3.22806, 0.80372)  0.20
H (-3.14844, 2.72439, -1.90453)  0.22
H (1.27364, -4.84192, 0.00859)  0.22
H (5.74597, 3.85480, 2.32348)  0.23
H (-5.03204, -5.64733, 0.27503)  0.21
H (-2.64388, 3.67749, 1.84452)  0.25
H (-3.22899, -6.50885, -1.18386)  0.21
H (-3.44901, 0.58591, -6.43671)  0.21
H (-4.43955, 1.87583, 0.03830)  0.21
H (-1.40891, -4.38747, 1.72257)  0.25
H (0.96457, 4.57696, -3.01020)  0.21
H (-0.67062, -5.94494, 1.35307)  0.22
H (-0.14116, 4.63942, -4.34791)  0.20
H (-2.18649, -0.59145, 5.63030)  0.23
H (-1.55428, -4.97367, -2.11804)  0.21
H (-2.73893, 1.48835, 0.33929)  0.24
H (2.76826, -5.21902, 2.46812)  0.22
H (-3.42107, -1.71109, -0.07756)  0.19
H (-3.95332, 2.52185, -3.45604)  0.23
H (-0.04500, -2.98852, -2.48247)  -0.17
H (3.21824, 3.43468, 0.85452)  0.20
H (1.66744, -6.38767, 1.74936)  0.23
H (-4.79176, 0.10517, -4.41020)  0.21
H (0.92963, 2.34069, 5.64628)  0.23
H (-3.76911, -0.99438, -2.48045)  0.21
H (2.10199, -3.45170, 0.72519)  0.22
H (-0.91667, -5.47482, 3.04034)  0.21
H (6.19805, 1.49085, 1.99140)  0.21
H (-1.81159, 3.33262, -4.59734)  0.21
H (0.39279, -3.33889, 0.24356)  0.24
H (3.39687, 1.70477, 0.48095)  0.26
H (4.18532, 4.46919, 2.85309)  0.21
H (1.92210, -1.76722, 5.65439)  0.23
H (5.02235, 0.86677, -3.11144)  0.22
H (-6.01019, 2.18948, 1.85380)  0.23
H (-1.83662, 5.83169, -2.96777)  0.21
H (2.74558, -2.73132, -3.51026)  0.23
H (-1.70231, 1.75534, -3.86442)  0.24
H (4.92623, 0.27288, 2.15648)  0.25
H (3.07370, 3.65533, 4.57798)  0.23
H (-4.43376, 0.36467, 4.40421)  0.23
H (-1.05388, -0.06321, -6.48973)  0.21
H (1.86411, 2.95800, -1.65375)  0.25
H (4.32216, -3.53866, -5.23902)  0.23
H (-0.03541, -1.19168, -4.56772)  0.21
H (-4.35859, 3.93589, 1.48945)  0.21
H (1.50727, -5.99636, 3.45542)  0.21
H (-0.30461, 6.69665, -2.88496)  0.22

Output
2S+1: 1
E: -106318.822 eV


No. 3
Density functional theory data (ωB97M-V with the def2-TZVPD basis set) for C16H36ClHfN2 as an isolated structure at a distorted geometry.

Last column: natural (NBO) charge in e.
Cartesian coordinates (Å):
Hf (-1.61967, -2.81701, -4.39090)  1.96
Cl (-0.45589, -0.51768, -3.10043)  -0.55
N (-3.39720, 1.56425, -0.15235)  -0.21
N (3.00854, -1.37459, -0.18861)  -0.22
C (1.87694, -2.36607, 0.08062)  -0.22
C (0.76804, -1.47981, 0.74825)  -0.42
C (-2.31085, 1.96355, 2.14891)  -0.38
C (-4.59752, 2.23680, -2.27135)  -0.40
C (-5.50410, 2.09855, -0.99351)  -0.41
C (-3.49999, 0.03864, 0.02102)  -0.42
C (-2.18442, 2.13069, 0.60893)  -0.22
C (-3.24561, 1.90309, -1.66510)  -0.23
C (1.64918, -0.54422, 1.60371)  -0.41
C (4.35806, -1.85315, 0.44740)  -0.18
C (2.64066, -0.05516, 0.49816)  -0.20
C (3.19354, -1.15165, -1.73853)  -0.41
C (-4.65818, 2.36556, 0.20314)  -0.21
C (6.43553, -3.34697, 0.19532)  -0.51
C (-1.04279, 2.70368, 2.84631)  -0.52
C (4.99621, -3.02756, -0.35812)  -0.39
H (7.11731, -2.59499, -0.20192)  0.28
H (3.50076, 0.59681, 0.65070)  0.27
H (-5.95893, 1.10944, -0.93960)  0.25
H (-4.96301, 1.97775, 1.17514)  0.26
H (-3.81938, -0.14786, 1.04635)  0.26
H (2.29048, -0.96699, 2.37708)  0.25
H (-1.99210, 3.18629, 0.41703)  0.27
H (4.09528, -1.97802, 1.49785)  0.26
H (-2.56116, -0.42266, -0.28543)  0.22
H (-2.44576, 2.61509, -1.86857)  0.27
H (2.36111, -0.84377, -2.37128)  0.25
H (3.44791, -2.14975, -2.09517)  0.24
H (-1.05947, 3.74753, 2.53292)  0.25
H (0.22905, -0.97524, -0.05362)  0.19
H (-2.34819, 0.92040, 2.46284)  0.24
H (-4.35662, 3.40860, 0.29924)  0.25
H (4.97897, -0.95731, 0.44181)  0.26
H (1.13143, 0.30582, 2.04808)  0.25
H (-4.64314, 3.21088, -2.75836)  0.31
H (0.06380, -2.11153, 1.28961)  0.27
H (-3.11031, 2.52338, 2.63425)  0.32
H (1.50259, -2.82703, -0.83343)  0.22
H (5.19495, -2.58286, -1.33323)  0.29
H (-5.00467, 1.50397, -2.96798)  0.29
H (6.78836, -4.33600, -0.09696)  0.35
H (-4.25390, -0.47225, -0.57791)  0.25
H (-0.12660, 2.33665, 2.38373)  0.24
H (2.19815, -3.12720, 0.79168)  0.25
H (2.04994, 0.42065, -0.28463)  0.20
H (6.36811, -3.46986, 1.27627)  0.35
H (-1.37231, 1.48764, 0.26970)  0.22
H (4.01361, -0.45193, -1.89970)  0.26
H (-6.29137, 2.85154, -0.95730)  0.34
H (4.38064, -3.92653, -0.32610)  0.29
H (-2.82883, 1.06045, -2.21678)  0.25
H (-0.98710, 2.60777, 3.93065)  0.29

Output
2S+1: 1
total charge: +5
E: -33911.951 eV